Here is a 5-piece molecular cluster, CH14NO4 overall at a distorted geometry from the OMol25 dataset. Energies are from ωB97M-V/def2-TZVPD.

HOMO level in eV: -14.0
Net charge: +1
LUMO level in eV: -3.048
Energy above the lowest of the compared OMol25 structures with the same formula, charge and spin in eV: 2.227
Gap between HOMO and LUMO in hartree: 0.403

Atoms and positions in Å:
O  -5.69257  2.73792  0.50909
O  3.13387  -1.09427  -0.55611
O  3.88736  -1.96114  -3.35415
O  -2.54646  2.04585  0.65125
N  1.00728  -0.20142  1.12230
C  0.01873  -1.20740  1.50484
H  1.71936  -0.56639  0.33088
H  1.56190  -0.12973  1.97063
H  4.57714  -2.44504  -3.07390
H  3.93931  -1.57153  -4.19941
H  -6.22373  3.50307  0.49430
H  4.08669  -1.20978  -0.63602
H  -6.26893  2.02898  0.28205
H  0.55372  0.71073  0.92043
H  -3.14311  2.30570  1.32121
H  -2.92089  2.48039  -0.12760
H  0.06191  -1.55730  2.52789
H  -0.98183  -1.13125  0.96687
H  0.26028  -2.07207  0.79325
H  2.96998  -0.66532  -1.44779